*a*
A cluster of 20 separate species, C4H38BO27 in total, computed with ωB97M-V/def2-TZVPD.

Last column: Mulliken charge in e.
CARTESIAN COORDINATES (ANGSTROEM)
O1 6.39723 8.98255 13.95076  -0.566
C1 6.50660 7.82110 14.23791  0.574
O2 6.56916 7.36573 15.46301  -0.693
B1 6.93910 5.96776 15.50871  1.589
O3 7.02983 5.55531 14.11635  -0.260
C2 6.82537 6.58344 13.31674  0.576
O4 6.80888 6.58953 12.12000  -0.493
O5 5.88454 5.20377 16.20343  -0.953
C3 6.35121 4.54592 17.20940  0.451
O6 5.75706 3.91648 18.04822  -0.858
C4 7.93403 4.74782 17.17328  0.428
O7 8.14798 5.69824 16.30683  -0.029
O8 8.70910 4.13421 17.84583  -0.862
O9 4.97327 11.86123 13.52099  -0.638
H1 4.56631 12.38652 14.21523  0.280
H2 4.36161 11.10638 13.39652  0.367
O10 9.89584 5.27585 20.68578  -0.653
H3 9.45617 4.45258 20.43380  0.316
H4 9.43013 5.56650 21.47883  0.316
O11 5.98811 7.83130 19.83936  -0.738
H5 6.84235 7.58728 19.44112  0.405
H6 6.20104 8.56296 20.43037  0.315
O12 7.14435 9.69933 10.38190  -0.656
H7 7.40060 10.54234 10.77994  0.336
H8 7.40318 9.03767 11.03055  0.273
O13 7.76050 11.44781 12.62383  -0.646
H9 8.14482 10.93549 13.33928  0.268
H10 6.84162 11.59722 12.90379  0.363
O14 7.75969 5.26390 9.28335  -0.613
H11 8.10824 4.45090 8.90518  0.294
H12 8.08672 5.27104 10.19077  0.307
O15 5.35815 2.83273 20.50413  -0.663
H13 4.54414 3.28791 20.74123  0.285
H14 5.57060 3.16036 19.60678  0.565
O16 4.35147 9.48351 18.38883  -0.663
H15 5.00680 8.93627 18.87848  0.424
H16 4.83337 9.83881 17.63113  0.296
O17 4.81819 4.76306 10.89343  -0.603
H17 5.56944 5.37300 10.93137  0.392
H18 4.83931 4.30712 11.73270  0.208
O18 11.29444 5.42373 15.41906  -0.704
H19 10.79142 6.00284 16.01411  0.296
H20 11.44878 4.62879 15.96252  0.384
O19 3.84338 9.44043 12.70827  -0.779
H21 4.79907 9.37915 12.89121  0.361
H22 3.53518 8.52552 12.82158  0.379
O20 3.05767 6.41758 15.82571  -0.648
H23 3.17308 5.52248 16.19884  0.399
H24 3.72016 6.96292 16.27513  0.300
O21 10.42712 7.78340 16.91413  -0.595
H25 10.18269 8.38252 16.19897  0.237
H26 11.32296 8.04643 17.15633  0.264
O22 8.94325 7.68752 19.32875  -0.731
H27 9.28148 7.35711 18.48063  0.282
H28 9.39450 7.14509 19.99172  0.375
O23 6.92001 2.91155 12.73445  -0.624
H29 6.00773 3.18532 12.83829  0.275
H30 7.41931 3.53974 13.26666  0.379
O24 2.86418 4.19541 17.62673  -0.659
H31 3.76328 3.84862 17.77968  0.382
H32 2.28143 3.47872 17.89626  0.287
O25 6.23797 0.41536 18.67293  -0.583
H33 5.91485 -0.45637 18.42404  0.289
H34 5.46243 0.98584 18.63944  0.285
O26 3.59868 6.61795 13.05286  -0.633
H35 3.86966 6.49535 13.97807  0.401
H36 2.94728 5.92696 12.90433  0.261
O27 11.53367 3.70946 17.65315  -0.664
H37 12.02017 4.03886 18.41500  0.296
H38 10.59821 3.71005 17.91974  0.447

The value obtained for the frontier orbital gap is 9.8 eV. The multiplicity is 1. The value obtained for the highest occupied orbital energy is -8.06 eV. The total charge is -1.

***

*b*
A structure of composition C4H38BO27, computed with ωB97M-V/def2-TZVPD.

Last column: Mulliken charge in e.
CARTESIAN COORDINATES (ANGSTROEM)
O1 -1.77443 2.33770 2.54351  -0.855
C1 -1.12843 1.82470 1.55751  -0.123
O2 -1.33443 0.79470 1.10051  -0.484
B1 -0.16943 0.30670 0.45451  2.166
O3 0.75457 1.45570 0.45751  -0.809
C2 0.21857 2.28070 1.27651  -0.155
O4 0.61357 3.45270 1.45751  -0.776
O5 -0.44543 0.00470 -0.98249  0.297
C3 0.01757 -1.17730 -1.14049  0.851
O6 -0.13143 -1.83630 -2.14949  -0.462
C4 0.62357 -1.68430 0.07151  -0.085
O7 0.41657 -0.91730 1.02151  -0.583
O8 1.20457 -2.73630 0.23351  -0.281
O9 4.00757 -3.43930 -0.15049  -0.660
H1 3.48957 -2.74130 0.00651  0.306
H2 4.20757 -3.80030 0.66751  0.300
O10 -4.11543 0.06970 -0.63849  -0.695
H3 -3.17943 -0.16330 -0.32149  0.351
H4 -4.51243 -0.28030 -1.53749  0.309
O11 -2.11243 3.65570 4.50551  -0.682
H5 -1.21743 3.93670 4.88451  0.297
H6 -2.02043 3.01770 3.92551  0.575
O12 -0.71743 -3.73530 2.85851  -0.622
H7 -0.57143 -2.74230 2.99651  0.252
H8 -1.10343 -3.87130 3.68051  0.273
O13 -1.50043 3.12470 -0.75649  -0.637
H9 -1.29743 3.73570 -1.53649  0.395
H10 -2.47443 3.39970 -0.51049  0.277
O14 1.39457 -5.52330 -0.36749  -0.602
H11 1.53157 -5.96630 -1.18649  0.249
H12 2.13257 -4.83930 -0.29349  0.370
O15 -1.30143 0.46970 -2.69349  -0.686
H13 -1.18943 -0.14230 -2.07949  0.290
H14 -1.62643 1.24870 -2.39649  0.185
O16 -1.42643 -4.73430 0.36951  -0.675
H15 -0.63943 -4.53730 -0.18749  0.237
H16 -1.08843 -4.33730 1.20651  0.420
O17 -1.34243 -1.36530 -5.10649  -0.655
H17 -0.99743 -1.39130 -4.21149  0.346
H18 -0.61043 -1.01030 -5.55149  0.314
O18 2.60757 3.19070 -0.02949  -0.671
H19 2.78657 2.66770 0.74551  0.312
H20 2.05557 2.67070 -0.39749  0.469
O19 3.53957 -0.19430 -0.94649  -0.560
H21 3.73557 -0.65430 -1.70349  0.328
H22 2.72557 0.00170 -1.18849  0.211
O20 2.00357 -2.47530 3.55751  -0.572
H23 1.81357 -3.32530 3.20251  0.350
H24 1.32657 -1.97330 3.62951  0.227
O21 -3.92143 0.58870 3.11251  -0.675
H25 -3.11243 0.96970 2.93351  0.399
H26 -4.69243 1.13770 3.03851  0.275
O22 2.05857 -1.21830 -4.11649  -0.592
H27 2.92757 -1.28530 -4.25849  0.262
H28 1.61057 -2.07230 -3.85649  0.330
O23 1.54857 1.06670 -3.14249  -0.768
H29 1.78357 0.12770 -3.38449  0.379
H30 0.59557 0.99070 -2.87949  0.440
O24 1.94957 4.49870 2.85451  -0.759
H31 1.57557 3.88970 2.24651  0.496
H32 2.62857 4.03170 3.47051  0.231
O25 -3.17043 5.01470 1.76851  -0.609
H33 -3.72143 4.23170 1.50251  0.288
H34 -3.40243 5.30970 2.70751  0.292
O26 0.47357 -3.62530 -3.73349  -0.583
H35 -0.12243 -3.64330 -2.85649  0.360
H36 1.04757 -4.31030 -3.73249  0.247
O27 0.22357 4.52870 -0.18449  -0.951
H37 0.99957 3.94770 0.27251  0.541
H38 -0.45843 3.76870 -0.10949  0.771

The value obtained for the frontier orbital gap is 8.1 eV. The multiplicity is 1. The value obtained for the highest occupied orbital energy is -6.66 eV. The total charge is -1.

***

Which is the most stable structure? *a* is the most stable.

***

*a*
The ion C5H11O with charge -1, computed with ωB97M-V/def2-TZVPD.

Last column: Mulliken charge in e.
CARTESIAN COORDINATES (ANGSTROEM)
C1 0.12622 1.28320 -1.89613  -1.182
C2 -1.02014 0.61695 -1.04580  -0.512
C3 -0.64499 -0.57524 -0.12534  -0.467
C4 0.35987 -0.15072 0.95316  -0.295
C5 0.82593 -1.13103 2.07254  -0.597
O1 1.56753 -0.71007 3.21922  -0.913
H1 0.91173 1.59964 -1.23649  0.365
H2 0.63769 0.45430 -2.43119  0.262
H3 -0.35253 1.88851 -2.63771  0.356
H4 -1.74668 0.25221 -1.82836  0.307
H5 -1.50991 1.42163 -0.51861  0.342
H6 -0.20670 -1.44480 -0.57653  0.283
H7 -1.50752 -0.89782 0.33352  0.380
H8 -0.03427 0.75894 1.47037  0.224
H9 1.32868 0.12738 0.39000  0.103
H10 -0.07878 -1.64493 2.43413  0.172
H11 1.34387 -1.84812 1.42322  0.172

Its SMILES is CCCCC[O-]. The value obtained for the frontier orbital gap is 5.8 eV. The multiplicity is 1. The value obtained for the highest occupied orbital energy is -2.06 eV. The total charge is -1.

***

*b*
The ion C5H11O with charge -1, computed with ωB97M-V/def2-TZVPD.

Last column: Mulliken charge in e.
CARTESIAN COORDINATES (ANGSTROEM)
C1 -1.61553 1.21601 -1.56295  -1.213
C2 -0.21738 0.70274 -1.20981  -0.387
C3 -0.19038 -0.41712 -0.16384  -0.505
C4 1.04046 -0.30057 0.70509  -0.646
C5 1.10418 -1.26762 1.96069  -0.448
O1 1.90285 -2.33164 1.87797  -0.877
H1 -1.61687 2.18177 -2.06702  0.355
H2 -2.06052 0.51022 -2.26939  0.257
H3 -2.22379 1.30609 -0.66174  0.352
H4 0.39458 1.53121 -0.83923  0.368
H5 0.30804 0.45067 -2.14012  0.294
H6 -0.18947 -1.46340 -0.49810  0.243
H7 -1.11136 -0.38033 0.39876  0.340
H8 1.11352 0.65654 1.25030  0.286
H9 2.04172 -0.26385 0.27811  0.306
H10 1.31343 -0.60148 2.83701  0.189
H11 0.00652 -1.52924 2.10427  0.084

Its SMILES is CCCCC[O-]. The value obtained for the frontier orbital gap is 5.7 eV. The multiplicity is 1. The value obtained for the highest occupied orbital energy is -1.98 eV. The total charge is -1.

***

Which is the most stable structure? *b* is the most stable.

***

*a*
A cluster of 2 separate species, C7H8 in total, computed with ωB97M-V/def2-TZVPD.

Last column: Mulliken charge in e.
CARTESIAN COORDINATES (ANGSTROEM)
C1 -2.05275 1.37703 -2.01056  0.250
C2 -1.32813 1.41681 -1.08624  -0.883
C3 1.10283 0.13727 -0.31251  -0.737
C4 1.04216 1.32618 0.64709  -0.486
C5 0.02361 -0.63346 0.71938  -0.155
C6 -0.30260 0.79142 0.64560  0.212
C7 -1.03465 -1.53164 0.12168  -1.109
H1 0.73218 0.38814 -1.37718  0.346
H2 1.86638 -0.50022 -0.45208  0.505
H3 1.65090 1.35022 1.53867  0.283
H4 1.21741 2.29262 0.19911  0.293
H5 0.64598 -1.06163 1.40732  0.582
H6 -0.52369 -2.45801 -0.27915  0.314
H7 -1.43510 -0.89541 -0.66673  0.213
H8 -1.60452 -1.99930 0.90559  0.372

The value obtained for the frontier orbital gap (spin up / spin down) is 6.9 / 6.9 eV. The multiplicity is 1. The value obtained for the highest occupied orbital energy (spin up / spin down) is -8.37 / -8.37 eV.

***

*b*
The molecule C7H8, computed with ωB97M-V/def2-TZVPD.

Last column: Mulliken charge in e.
CARTESIAN COORDINATES (ANGSTROEM)
C1 0.77716 1.29145 -0.02408  -0.631
C2 -0.58431 0.93827 -0.04636  0.215
C3 1.68320 0.28666 -0.07672  0.292
C4 1.60362 -1.11317 0.09262  -0.584
C5 2.96949 -0.39638 0.06956  -0.227
C6 -1.13859 -0.30076 -0.04868  -0.040
C7 -2.64607 -0.57763 -0.05223  -1.154
H1 1.10210 2.31468 -0.19408  0.327
H2 -1.40919 1.77014 -0.30406  0.150
H3 3.67537 -0.70512 -0.74650  0.221
H4 3.56713 -0.41043 1.11165  0.204
H5 -0.55867 -1.21189 0.36061  0.317
H6 -2.69859 -1.62214 -0.38559  0.331
H7 -3.23033 0.05112 -0.75980  0.330
H8 -3.11233 -0.31481 1.00364  0.250

The value obtained for the frontier orbital gap (spin up / spin down) is 7.2 / 7.2 eV. The multiplicity is 1. The value obtained for the highest occupied orbital energy (spin up / spin down) is -8.57 / -8.57 eV.

***

Which is the most stable structure? *b* is the most stable.